(1)
ORCA calculation (wB97M-V/def2-TZVPD) on a single C4H6O4 molecule in a non-equilibrium geometry.

Element x y z (Å)
C (1.6594, -0.4070, 1.2547)
C (0.3746, 0.1520, -0.5089)
C (-1.5450, 0.5197, -1.2914)
C (-0.5178, -0.4126, 0.5200)
H (2.2268, 0.4525, 1.6548)
H (2.0326, -1.3544, 1.6200)
H (0.5861, 1.2483, -0.3622)
H (-2.3377, 0.0569, -1.8582)
H (-1.6452, 1.6057, -1.4854)
H (-0.6431, -1.5079, 0.4398)
O (1.5920, -0.4851, -0.1734)
O (-0.2804, 0.0175, -1.6468)
O (-1.7105, 0.2835, 0.1653)
O (0.2082, -0.1689, 1.6716)

Values from the calculation:
DFT total energy (a.u.): -456.87339
SMILES: C1O[C@H]2OCO[C@@H]2O1
Gap between HOMO and LUMO (eV): 11.0
HOMO (eV): -10.1
Spin multiplicity: 1
Max |F| (hartree/bohr): 0.0796
Charge: 0


(2)
ORCA calculation (wB97M-V/def2-TZVPD) on a 2-piece molecular cluster, C20H15F3N3O8S3 overall in a non-equilibrium geometry.

Element x y z (Å)
F (3.0883, 0.4811, 2.9596)
C (2.4659, -0.3001, 2.0340)
F (3.3233, -0.3022, 0.9390)
F (2.4399, -1.6146, 2.4954)
S (0.8792, 0.2955, 1.7058)
N (-1.4846, 1.0968, 0.2361)
S (-0.6038, 1.6775, -1.0855)
C (0.6388, 0.5089, -1.7285)
C (0.6872, 0.5207, -3.1308)
C (1.4706, -0.4177, -3.7893)
C (2.2696, -1.3385, -3.1027)
C (2.2169, -1.3806, -1.7040)
C (1.3999, -0.4301, -1.0869)
O (-1.5861, 1.6432, -2.1457)
O (0.2591, 2.8620, -0.8642)
S (-1.4722, 2.3711, 1.9090)
C (-0.0433, 2.5109, 3.1259)
C (0.3235, 1.4002, 3.9124)
C (1.2140, 1.5749, 4.9578)
C (1.7311, 2.8419, 5.2619)
C (1.3216, 3.9526, 4.4987)
C (0.4051, 3.7797, 3.4463)
O (-1.6890, 3.7216, 1.4138)
O (-2.4823, 1.7066, 2.7110)
H (0.0139, 1.1896, -3.6422)
H (1.4561, -0.4065, -4.8818)
H (2.9359, -1.9830, -3.6225)
H (2.7740, -2.1115, -1.1310)
H (1.4302, -0.4234, 0.0497)
H (-0.0986, 0.4001, 3.7672)
H (1.5314, 0.6782, 5.4778)
H (2.4668, 2.9509, 6.0521)
H (1.7580, 4.9306, 4.7004)
H (0.0557, 4.6219, 2.8593)
C (-1.2585, -0.5238, 0.2846)
N (-2.6342, -0.6725, 0.9686)
O (-2.6784, -1.1720, 2.0585)
O (-3.6114, -0.1722, 0.3868)
C (-1.4472, -1.4957, -1.0131)
C (-2.4421, -1.2079, -1.9458)
C (-2.5179, -1.9041, -3.1502)
C (-1.6247, -2.9615, -3.3994)
N (-1.4689, -3.3506, -4.7662)
O (-0.5540, -4.0964, -5.1910)
O (-2.3002, -2.8692, -5.5689)
C (-0.7539, -3.4276, -2.4033)
C (-0.7245, -2.7082, -1.2018)
H (-0.5172, -1.0073, 0.9384)
H (-3.1567, -0.4449, -1.6688)
H (-3.1834, -1.6006, -3.9385)
H (-0.1116, -4.2912, -2.6060)
H (-0.1116, -3.1026, -0.3819)

Values from the calculation:
DFT total energy (a.u.): -3031.14186
Gap between HOMO and LUMO (eV): 5.5
HOMO (eV): -4.6
Spin multiplicity: 1
Max |F| (hartree/bohr): 0.0785
Charge: -1


(3)
ORCA calculation (wB97M-V/def2-TZVPD) on a single C22H15ClN2O5 molecule in a non-equilibrium geometry.

Element x y z (Å)
C (7.9407, 0.8799, 0.9929)
C (6.7931, 0.0882, 0.4441)
C (6.9838, -1.2146, -0.0014)
C (5.9243, -1.9412, -0.5139)
C (4.6633, -1.3833, -0.6081)
C (4.4620, -0.0780, -0.1681)
C (5.5275, 0.6481, 0.3600)
H (5.3704, 1.6491, 0.7347)
N (3.1964, 0.5091, -0.2669)
C (1.9611, -0.0981, -0.2229)
O (1.7831, -1.3002, -0.1795)
C (0.9795, 0.9987, -0.2326)
C (-0.3759, 1.0064, -0.1947)
C (-1.2903, -0.0703, -0.1275)
C (-1.1519, -1.4503, -0.0787)
C (-2.4440, -1.9755, -0.0237)
C (-3.3132, -0.8968, -0.0413)
C (-4.7579, -0.8376, -0.0058)
C (-5.4053, 0.3961, -0.0298)
C (-6.7923, 0.4890, -0.0021)
C (-7.5484, -0.6881, 0.0563)
C (-6.9076, -1.9228, 0.0861)
C (-5.5328, -2.0012, 0.0522)
H (-5.0540, -2.9669, 0.0716)
H (-7.5052, -2.8190, 0.1350)
Cl (-9.2606, -0.6560, 0.1170)
C (-7.4293, 1.8309, -0.0528)
O (-8.5762, 2.0582, -0.3343)
O (-6.5654, 2.8129, 0.2479)
H (-7.0149, 3.6709, 0.1946)
H (-4.8209, 1.3012, -0.0751)
O (-2.6132, 0.2466, -0.1035)
H (-2.7078, -3.0118, 0.0230)
H (-0.2213, -1.9798, -0.0830)
H (-0.8338, 1.9908, -0.2173)
C (1.7367, 2.2636, -0.3157)
O (1.3284, 3.3998, -0.4093)
N (3.0525, 1.9001, -0.2456)
H (3.8191, 2.4737, -0.5637)
H (3.8375, -1.9498, -1.0023)
H (6.0806, -2.9546, -0.8513)
H (7.9656, -1.6599, 0.0612)
H (7.5897, 1.7212, 1.5852)
H (8.5774, 0.2532, 1.6133)
H (8.5495, 1.2678, 0.1757)

Values from the calculation:
DFT total energy (a.u.): -1793.27961
SMILES: Cc1cccc(N2NC(=O)/C(=C/c3ccc(-c4ccc(Cl)c(C(=O)O)c4)o3)C2=O)c1
Gap between HOMO and LUMO (eV): 7.0
HOMO (eV): -8.1
Spin multiplicity: 1
Max |F| (hartree/bohr): 0.0246
Charge: 0